# 1
C7H11N | ωB97M-V/def2-TZVPD

```
19
Properties=species:S:1:pos:R:3:forces:R:3
C -2.17117 2.39521 2.88204 0.07 0.34 0.15
C -1.69844 2.10005 1.68052 -0.01 -0.55 0.03
C -1.27313 0.75563 1.31609 0.93 -0.53 -0.51
C -0.46891 0.49604 0.28560 0.11 0.27 -0.50
C 0.10709 -0.86381 -0.03757 -0.65 -0.20 0.78
C 0.85754 -0.90698 -1.32820 -0.42 0.06 -0.25
C 1.82847 -1.77834 -1.58012 -0.06 0.19 0.05
N 2.46766 -1.96034 -2.79452 -0.32 -0.23 -0.46
H -2.20118 1.65091 3.67010 -0.24 0.02 -0.08
H -2.45572 3.40961 3.11829 -0.03 0.03 0.17
H -1.54771 2.86448 0.92475 -0.15 0.03 0.02
H -1.46939 -0.12903 1.92120 -0.41 0.44 0.46
H -0.20064 1.29043 -0.41581 -0.01 0.02 0.23
H -0.74364 -1.56543 0.00039 0.15 0.02 -0.34
H 0.72701 -1.20390 0.80443 0.16 0.15 -0.21
H 0.48880 -0.22708 -2.10283 0.29 -0.14 0.07
H 2.08053 -2.48739 -0.80160 0.38 0.01 0.09
H 3.45968 -2.10556 -2.83150 0.02 -0.01 0.17
H 2.08650 -1.46079 -3.58351 0.20 0.10 0.16
```
Forces are in eV/Å.

Properties
SMILES = C=C/C=C/C/C=C/N
HOMO-LUMO gap = 9.189 eV
HOMO = -0.2944 Ha
LUMO = 1.1798 eV
maximum force = 0.023 hartree/bohr

=====

# 2
C7H11N | ωB97M-V/def2-TZVPD

```
19
Properties=species:S:1:pos:R:3:forces:R:3
C 2.29281 -0.57113 -0.62453 1.32 0.63 2.01
C 0.81193 -0.10808 -0.79816 0.49 0.31 1.82
C -0.07796 -1.25582 -0.42245 -0.04 -0.71 1.01
C -1.09728 -1.32032 0.43769 0.35 -2.33 2.46
C -1.15277 -0.02493 1.07420 0.21 5.25 0.64
C -1.95820 1.31083 1.13335 0.50 0.73 -1.14
C -0.99400 1.04434 -0.08784 -2.41 -0.68 3.24
N 0.33715 1.27726 -0.37845 3.46 0.00 -0.80
H 2.53271 -0.38620 0.41454 -0.03 -0.25 0.78
H 3.11228 0.12303 -1.03633 -1.50 -1.32 -0.48
H 2.46498 -1.70830 -0.71299 -0.27 2.01 -0.59
H 0.77716 -0.22383 -1.78595 -0.70 0.50 -4.76
H 0.36474 -2.10000 -0.85098 0.13 -1.70 -0.57
H -1.39279 -2.25504 1.11515 0.33 1.59 -2.40
H -0.41295 0.19701 1.84010 0.56 -0.78 -0.21
H -3.02042 1.17264 0.91122 0.28 0.76 -0.22
H -1.69457 2.26263 1.78734 -0.43 -2.77 -0.81
H -1.51147 0.59862 -0.88091 -1.23 -0.11 -1.27
H 0.61865 1.96727 -1.13499 -1.02 -1.11 1.29
```
Forces are in eV/Å.

Properties
SMILES = C[C@H]1C=C[C@@H]2C[C@H]2N1
HOMO-LUMO gap = 9.152 eV
HOMO = -0.2996 Ha
LUMO = 1.0006 eV
maximum force = 0.103 hartree/bohr

=====

# 3
C7H11N | ωB97M-V/def2-TZVPD

```
19
Properties=species:S:1:pos:R:3:forces:R:3
C 2.46808 0.27408 -0.99630 0.70 0.10 0.02
C -0.75371 -1.39639 1.01433 -0.19 0.22 -0.07
C 1.43030 0.42663 -0.23063 1.21 -0.61 -1.26
C -0.74600 0.01953 0.43802 2.95 -0.12 0.39
C -0.47162 0.03081 -1.08657 -0.78 -0.43 -0.30
C 0.76367 0.72190 0.96643 -2.56 -0.21 0.27
C -1.81963 0.90027 0.69244 -1.58 1.23 0.59
N -0.65828 -1.01997 -1.80528 0.23 0.23 0.26
H -0.61021 -0.80609 -2.80075 -0.01 0.08 0.08
H 3.44509 0.69384 -0.75436 0.02 0.00 0.36
H 2.51143 -0.29770 -1.91777 -0.59 0.11 -0.16
H -0.49956 1.05149 -1.50565 0.24 -0.18 0.04
H -0.89241 -1.35250 2.09513 0.04 -0.02 -0.01
H -1.57143 -1.96595 0.57627 0.01 -0.04 -0.02
H 0.18249 -1.90365 0.77458 -0.03 0.02 0.00
H 0.61476 1.78107 1.16525 -0.03 0.05 0.00
H 1.09897 0.20772 1.86503 0.11 -0.05 -0.09
H -2.70102 0.95447 0.06769 0.11 -0.20 -0.31
H -1.79090 1.68045 1.44214 0.14 -0.20 0.22
```
Forces are in eV/Å.

Properties
HOMO-LUMO gap (alpha / beta) = 7.435 / 8.202 eV
HOMO (alpha / beta) = -0.2719 / -0.3006 Ha
LUMO (alpha / beta) = 0.0354 / 0.0223 eV
maximum force = 0.058 hartree/bohr

=====

# 4
C7H11N | ωB97M-V/def2-TZVPD

```
19
Properties=species:S:1:pos:R:3:forces:R:3
C -1.83194 -0.97373 -1.37375 -2.59 0.49 -1.61
C -1.71699 0.23571 -0.70740 -0.80 0.24 -2.50
C -0.87350 0.30803 0.32912 -1.99 0.42 2.17
C -0.11874 -0.80153 0.66975 -0.76 -1.34 0.36
C -0.24415 -2.01091 -0.01262 0.85 -0.55 1.44
C -1.22727 -2.12591 -0.96142 0.57 -1.11 -1.60
H -2.56560 -0.93556 -2.22677 0.93 -0.53 0.81
H -2.18380 1.09659 -1.21638 0.08 -0.33 0.89
H -0.79179 1.28406 0.87506 -0.77 -1.32 -0.17
H 0.51315 -0.67345 1.51534 0.75 -0.43 0.45
H 0.38876 -2.91013 0.20254 -0.60 1.13 0.12
H -1.33517 -3.08608 -1.51486 -0.13 0.91 0.49
C 2.20249 1.53102 0.90980 0.67 -1.11 2.16
N 1.22050 1.42336 -0.07551 -1.99 0.19 -1.97
H 3.18314 1.76928 0.54193 0.74 -0.35 0.04
H 1.94426 2.23368 1.65830 0.06 1.36 1.04
H 2.12069 0.52950 1.59200 0.98 1.91 -1.92
H 0.52822 0.85274 0.49665 2.41 2.71 -2.90
H 0.78773 2.25333 -0.70179 1.59 -2.30 2.68
```
Forces are in eV/Å.

Properties
SMILES = c1ccccc1.CN
HOMO-LUMO gap = 9.376 eV
HOMO = -0.3082 Ha
LUMO = 0.9906 eV
maximum force = 0.090 hartree/bohr

=====

# 5
C7H11N2 | ωB97M-V/def2-TZVPD

```
20
Properties=species:S:1:pos:R:3:forces:R:3
C -1.75511 1.02494 -0.13343 1.10 -1.83 0.83
C 0.45948 1.90482 -0.05523 -0.79 -3.91 0.09
C -1.35838 -0.40996 -0.12565 0.65 3.09 1.49
C -2.34342 -1.25938 0.23988 0.88 -3.04 -1.23
C 0.17931 -0.48693 -0.04290 -2.23 -0.95 -1.14
C 0.63998 -1.93324 -0.06136 1.67 3.72 -0.57
C 2.39362 0.43123 -0.07169 -0.98 -0.35 1.50
N 0.94268 0.59594 -0.12209 -1.68 -0.15 0.46
N -0.87501 1.97575 0.03924 0.28 0.68 -0.37
H -2.77704 1.17168 0.06536 -1.04 0.97 -0.02
H 1.08712 2.71234 -0.12079 1.15 1.66 0.00
H -2.19737 -2.40140 0.16780 -0.05 1.97 0.53
H -3.39514 -0.98735 0.37927 0.59 0.30 -0.23
H 1.60851 -1.94347 -0.53802 0.31 -0.73 0.20
H -0.07800 -2.36483 -0.65279 -1.47 -1.65 -1.37
H 0.61272 -2.29500 0.91221 0.20 -1.00 1.74
H 2.63362 -0.23517 -0.87422 0.75 -0.73 0.24
H 2.73486 1.37264 -0.33724 1.24 1.70 -0.36
H 2.63827 0.23154 1.01216 0.29 -0.35 -1.54
H -1.15072 2.89584 0.31949 -0.87 0.59 -0.24
```
Forces are in eV/Å.

Properties
HOMO-LUMO gap (alpha / beta) = 7.045 / 7.044 eV
charge = +1
HOMO (alpha / beta) = -0.4147 / -0.4147 Ha
LUMO (alpha / beta) = -4.2401 / -4.2398 eV
maximum force = 0.080 hartree/bohr

=====

# 6
C7H11N2O3S | ωB97M-V/def2-TZVPD

```
24
Properties=species:S:1:pos:R:3:forces:R:3
C -0.89946 -1.26087 0.84354 3.55 -0.29 -1.75
C 0.12710 -0.42253 0.95151 -0.52 0.64 -0.48
C -0.88486 -2.25014 -0.30274 -1.98 0.25 -0.81
C 0.29511 0.88030 1.73379 1.08 -0.34 -3.47
C 1.61663 1.47567 1.26432 0.81 -0.35 -2.64
C 2.05175 0.70840 -0.01462 -2.53 -0.20 -3.95
C 1.13771 -0.52421 -0.10597 0.82 -1.27 0.88
N 0.48002 -2.69782 -0.72534 -1.10 2.43 2.43
N 1.32835 -1.56371 -0.84318 0.69 0.60 -0.51
O -1.76303 2.30920 -0.18983 -0.04 -0.88 -0.40
O -1.01877 2.24373 -2.49829 -0.21 -1.12 0.92
O -2.50399 0.21802 -1.64547 -0.36 1.36 0.17
S -1.17558 1.43484 -1.24763 -0.75 1.37 -1.11
H -1.73227 -1.12760 1.39075 -2.93 0.12 1.80
H -1.48975 -3.11503 0.07011 0.53 0.33 -0.79
H -1.51892 -1.65348 -1.13845 1.40 -1.54 1.36
H -0.37643 1.61769 1.43120 -2.00 0.69 -0.58
H 0.19673 0.76485 2.72609 0.00 -0.45 3.67
H 1.77468 2.53298 1.03038 -1.10 0.09 0.35
H 2.38618 1.26486 1.89428 2.16 -0.63 2.45
H 1.82040 1.20266 -1.07400 0.09 -0.13 2.34
H 3.04664 0.41191 -0.23663 1.28 -0.17 0.83
H 0.45750 -3.17086 -1.59555 0.03 -0.11 -0.84
H -3.35572 0.72114 -1.71827 1.09 -0.38 0.12
```
Forces are in eV/Å.

Properties
HOMO-LUMO gap = 8.216 eV
charge = -1
HOMO = -0.1639 Ha
LUMO = 3.7576 eV
maximum force = 0.091 hartree/bohr

=====

# 7
C7H11N2S | ωB97M-V/def2-TZVPD

```
21
Properties=species:S:1:pos:R:3:forces:R:3
C 2.52316 -1.23430 0.00284 -2.11 1.84 0.15
C 3.79857 -0.94156 0.23118 1.08 0.95 -1.02
C 2.55289 0.96860 -0.69287 1.07 -1.63 0.66
C -1.80792 -0.40543 -0.01333 -0.10 -0.70 -0.43
C -1.54040 0.92518 0.57282 2.23 1.06 0.58
C -0.42661 -1.09670 -0.08504 0.69 1.99 1.79
C -0.42149 1.54564 -0.25319 0.24 -3.87 -0.07
N 1.76393 -0.08342 -0.45430 3.42 -0.27 0.81
N 0.47305 -0.11965 -0.72574 -3.62 3.34 -0.50
S 4.23704 0.72071 -0.19867 -2.54 -1.24 -0.52
H 1.85848 -2.04005 0.23052 0.55 -0.82 -0.02
H 4.60244 -1.63897 0.35986 0.08 -0.17 0.68
H 2.21848 1.73998 -1.33653 -0.26 0.94 0.03
H -2.54864 -0.99010 0.57763 0.50 0.29 -0.75
H -2.11541 -0.17830 -1.03733 -0.45 -0.81 -0.08
H -2.31191 1.69242 0.47791 -0.49 -0.45 0.75
H -1.08441 0.73268 1.58205 -1.03 0.83 -0.46
H -0.00411 -1.26746 0.93244 -0.68 -0.32 -0.33
H -0.50852 -1.97518 -0.63230 0.14 -1.71 -1.02
H -0.69473 1.96687 -1.19916 0.10 0.10 -0.45
H 0.24290 2.08594 0.36304 1.18 0.66 0.16
```
Forces are in eV/Å.

Properties
HOMO-LUMO gap = 8.712 eV
charge = +1
HOMO = -0.4717 Ha
LUMO = -4.1232 eV
maximum force = 0.096 hartree/bohr

=====

# 8
C7H11N3 | ωB97M-V/def2-TZVPD

```
21
Properties=species:S:1:pos:R:3:forces:R:3
C 0.41659 -0.56887 -1.73744 -1.90 -1.53 -3.07
C 1.60070 -0.51040 0.33492 1.54 0.14 0.26
C 1.03502 0.57599 1.02032 -0.13 0.96 -0.04
C -1.21084 -0.10434 2.05266 -2.47 -1.17 1.88
C -1.06602 1.44724 2.20422 -0.78 -0.09 1.30
C 2.84439 -1.14611 0.96320 -0.48 -0.62 -1.77
C -1.25789 0.66008 -2.95297 -0.05 1.83 0.85
N 1.35269 -0.89115 -0.85212 1.53 -0.61 0.54
N -0.17191 0.51906 -2.01021 0.95 0.99 1.33
N -0.07273 0.60088 1.64229 0.43 0.09 -0.53
H 0.31981 -1.56786 -2.35364 -0.73 1.74 0.37
H -1.10521 -0.77239 3.03937 -0.24 1.62 -2.40
H -2.07183 -0.39038 1.35803 1.80 0.04 0.66
H -1.67092 2.05095 1.46792 0.92 -0.60 1.03
H -0.95684 1.80614 3.28292 0.09 -0.24 -1.86
H 3.85064 -0.77609 0.67041 -0.96 -0.03 -0.03
H 2.71932 -1.12433 1.98220 0.17 0.41 2.73
H 2.71670 -2.20820 0.72213 0.48 0.19 -0.30
H -1.50275 1.78339 -3.29914 0.84 -2.49 1.05
H -1.07546 0.07189 -3.81264 -0.23 -0.76 -1.16
H -2.06674 0.28224 -2.32708 -0.78 0.14 -0.80
```
Forces are in eV/Å.

Properties
HOMO-LUMO gap = 8.459 eV
HOMO = -0.2875 Ha
LUMO = 0.6354 eV
maximum force = 0.076 hartree/bohr